Entry 1:
ORCA calculation (wB97M-V/def2-TZVPD) on a molecular structure, C22H13N2O5W.

Lowest unoccupied orbital energy (eV): -12.064
Net charge: +3
Kohn-Sham gap (eV): 6.54
HOMO level (eV): -18.60

```
43
C22H13N2O5W, DFT wB97M-V/def2-TZVPD
W -0.498 -0.020 -0.102
O -4.550 0.011 4.474
C -3.670 0.079 3.525
C -3.154 1.293 2.998
C -2.243 1.209 1.994
N -1.843 0.023 1.478
C -2.300 -1.142 2.008
C -3.210 -1.167 3.010
C -1.643 -2.315 1.361
O -1.790 -3.455 1.559
O -0.742 -1.788 0.398
C -1.530 2.344 1.333
O -1.625 3.492 1.529
O -0.665 1.771 0.377
H -4.859 0.866 4.820
H -3.455 2.263 3.378
H -3.578 -2.099 3.423
C -2.515 -0.025 -3.926
C -1.318 -0.039 -4.642
C -0.081 -0.041 -4.000
C 0.018 -0.029 -2.618
C -1.246 -0.016 -1.899
C -2.479 -0.015 -2.550
C 1.382 -0.034 -1.966
C 2.572 -0.021 -2.658
C 3.771 -0.033 -1.957
C 3.814 -0.058 -0.556
C 5.020 -0.074 0.183
C 4.983 -0.097 1.549
C 3.748 -0.106 2.232
C 2.560 -0.091 1.537
C 2.589 -0.067 0.146
N 1.414 -0.052 -0.592
H -3.464 -0.024 -4.446
H -1.340 -0.049 -5.724
H 0.812 -0.056 -4.607
H -3.395 -0.005 -1.973
H 2.587 0.000 -3.736
H 4.704 -0.022 -2.511
H 5.964 -0.067 -0.347
H 5.902 -0.110 2.119
H 3.743 -0.127 3.313
H 1.611 -0.103 2.065
```

---

Entry 2:
ORCA calculation (wB97M-V/def2-TZVPD) on a molecular structure, C22H14AsF2IrN2O10S3.

Relative energy (zero: lowest compared OMol25 entry of this formula, charge and spin) (kJ/mol): 30.6
Lowest unoccupied orbital energy (alpha / beta) (eV): 1.447 / -0.842
Net charge: -1
Kohn-Sham gap (alpha / beta) (eV): 4.97 / 5.93
HOMO level (alpha / beta) (eV): -3.52 / -6.77
Spin multiplicity: 6
<S²>: 8.79

```
55
C22H14AsF2IrN2O10S3, DFT wB97M-V/def2-TZVPD
Ir -0.757 -0.839 0.165
O -2.577 0.134 -3.155
As -0.813 0.001 -3.010
O -0.227 -0.368 -4.471
O -0.644 -1.176 -1.803
C -0.505 1.750 -2.233
C -1.427 2.733 -2.579
C -1.323 4.014 -2.060
C -0.305 4.325 -1.173
C 0.617 3.355 -0.820
C 0.517 2.081 -1.357
S 1.761 0.906 -0.901
O 2.054 0.112 -2.068
O 2.845 1.656 -0.328
O 1.134 0.038 0.173
H -2.821 -0.326 -3.968
H -2.247 2.483 -3.237
H -2.051 4.764 -2.342
H -0.226 5.320 -0.755
H 1.430 3.568 -0.139
O -2.394 0.765 0.045
C -3.225 -0.195 0.250
N -2.572 -1.422 0.376
C -3.487 -2.456 0.670
O -3.208 -3.635 0.833
C -4.780 -1.764 0.694
C -6.042 -2.279 0.944
C -7.125 -1.420 0.936
C -6.950 -0.043 0.677
C -5.706 0.485 0.428
C -4.603 -0.378 0.436
H -6.158 -3.338 1.142
H -8.121 -1.798 1.130
H -7.819 0.604 0.677
H -5.569 1.540 0.228
O 3.967 -0.167 3.852
S 4.509 -1.299 3.164
O 5.224 -2.295 3.906
N 3.241 -2.031 2.317
C 3.493 -1.970 1.065
S 2.443 -2.716 -0.066
C 4.717 -1.302 0.642
C 5.190 -1.086 -0.644
C 6.361 -0.365 -0.785
C 7.044 0.130 0.322
C 6.570 -0.089 1.609
C 5.406 -0.812 1.731
H 4.630 -1.436 -1.501
H 6.744 -0.164 -1.777
H 7.953 0.699 0.179
H 7.091 0.297 2.475
F -1.154 -2.010 2.844
C -0.323 -1.170 2.173
F -0.485 0.083 2.738
H 0.707 -1.493 2.352
```

---

Entry 3:
ORCA calculation (wB97M-V/def2-TZVPD) on a molecular structure, C22H14BeCl5N2O2S2.

Lowest unoccupied orbital energy (eV): 2.532
Net charge: -1
Kohn-Sham gap (eV): 7.64
HOMO level (eV): -5.11

```
48
C22H14BeCl5N2O2S2, DFT wB97M-V/def2-TZVPD
Be -0.158 1.801 -0.262
C -0.769 -2.011 -1.527
C -0.247 -0.605 -1.452
N -0.314 0.067 -0.360
N -0.825 -0.553 0.772
C -1.547 0.267 1.471
S -1.979 1.869 1.024
S -2.159 -0.292 3.025
C -1.351 -1.912 3.219
C -1.981 -3.061 2.472
C -1.222 -3.858 1.624
C -1.794 -4.936 0.962
C -3.139 -5.229 1.133
C -3.907 -4.438 1.979
C -3.330 -3.366 2.643
C 0.338 0.033 -2.634
C 0.749 -0.748 -3.721
C 1.316 -0.190 -4.849
C 1.476 1.197 -4.905
C 1.070 1.994 -3.858
C 0.486 1.447 -2.698
O 0.099 2.248 -1.744
H -1.471 -2.187 -0.718
H 0.048 -2.731 -1.425
H -1.257 -2.179 -2.486
H -1.419 -2.088 4.293
H -0.307 -1.785 2.941
H -0.176 -3.618 1.469
H -1.188 -5.546 0.302
H -3.591 -6.060 0.605
H -4.959 -4.655 2.122
H -3.933 -2.742 3.294
H 0.637 -1.824 -3.667
H 1.637 -0.819 -5.669
H 1.926 1.651 -5.781
H 1.197 3.070 -3.890
Cl 4.633 6.637 1.991
C 3.537 5.345 1.642
C 2.280 5.606 1.098
Cl 1.804 7.241 0.811
C 1.405 4.572 0.794
Cl -0.164 4.916 0.176
C 1.752 3.216 1.014
O 0.994 2.215 0.750
C 3.021 2.991 1.603
Cl 3.446 1.350 1.928
C 3.895 4.024 1.901
Cl 5.440 3.677 2.588
```

---

Entry 4:
ORCA calculation (wB97M-V/def2-TZVPD) on a molecular structure, C22H15BCl2F4N4O7Zr.

Relative energy (zero: lowest compared OMol25 entry of this formula, charge and spin) (kJ/mol): 65.7
Lowest unoccupied orbital energy (eV): -0.635
Kohn-Sham gap (eV): 7.39
HOMO level (eV): -8.02

```
56
C22H15BCl2F4N4O7Zr, DFT wB97M-V/def2-TZVPD
Zr -0.372 0.248 -0.554
Cl 0.962 -3.804 4.803
C 1.062 -3.142 3.207
C 0.738 -1.802 3.027
C 0.800 -1.240 1.758
N 0.534 0.102 1.413
C 0.513 1.062 2.400
O 0.099 0.901 3.534
C 1.163 2.368 2.016
C 1.206 3.396 2.948
C 1.926 4.534 2.628
C 2.564 4.600 1.401
C 2.434 3.531 0.526
N 1.748 2.434 0.823
C 1.193 -2.033 0.661
C 1.504 -3.372 0.855
C 1.437 -3.923 2.129
Cl 1.820 -5.601 2.321
N 1.107 -1.373 -0.582
C 1.562 -1.959 -1.715
O 2.262 -2.951 -1.836
C 1.039 -1.280 -2.954
C 1.577 -1.533 -4.202
C 0.982 -0.927 -5.296
C -0.121 -0.105 -5.105
C -0.583 0.114 -3.821
N 0.001 -0.464 -2.766
H 0.434 -1.208 3.873
H 0.698 3.274 3.893
H 1.994 5.357 3.328
H 3.146 5.464 1.114
H 2.888 3.563 -0.457
H 1.820 -3.983 0.026
H 2.420 -2.203 -4.274
H 1.369 -1.096 -6.292
H -0.618 0.373 -5.936
H -1.428 0.755 -3.605
O -2.367 -3.586 0.736
C -2.055 -2.324 0.523
O -1.453 -1.941 -0.462
C -2.503 -1.391 1.619
O -2.293 -0.052 1.230
C -3.443 0.611 0.682
C -3.475 0.469 -0.837
O -4.501 0.440 -1.465
O -2.271 0.407 -1.353
H -1.969 -4.127 0.036
H -3.550 -1.586 1.858
H -1.900 -1.593 2.507
H -4.360 0.235 1.134
H -3.328 1.668 0.924
F 0.429 1.935 -1.715
B -0.512 3.050 -1.326
F -1.493 3.132 -2.243
F 0.162 4.176 -1.053
F -0.996 2.397 -0.083
```

---

F_max list, top to bottom, in eV/Å: 0.6 1.1 0.4 0.5
Total energy list, top to bottom, in Ha: -1397.966572 -5443.020869 -4219.110883 -2985.325780